DFT (ωB97M-V/def2-TZVPD) results for a molecular structure, C28H28AsN5RuS.

```
! wB97M-V def2-TZVPD RIJCOSX def2/J DEFGRID3
* xyz 1 2
Ru -1.2101 0.5015 0.5127
S -0.1310 0.4512 2.4129
C 1.4476 -0.2768 2.0466
C 2.5634 0.3224 2.6333
C 3.8231 -0.2237 2.4554
C 3.9851 -1.3707 1.6889
C 2.8819 -1.9718 1.1018
C 1.6102 -1.4316 1.2680
As 0.0192 -2.2552 0.5358
C -0.1032 -1.3036 -1.1742
C -1.3795 -1.1133 -1.7229
C -1.5287 -0.4277 -2.9288
C -0.4086 0.0287 -3.6035
C 0.8621 -0.1930 -3.0797
C 1.0168 -0.8367 -1.8636
C 0.6522 -3.9949 -0.0512
C 0.7131 -4.9918 0.9195
C 1.1471 -6.2646 0.5817
C 1.5060 -6.5499 -0.7289
C 1.4345 -5.5617 -1.6995
C 1.0115 -4.2825 -1.3624
H 2.4318 1.2111 3.2378
H 4.6804 0.2432 2.9222
H 4.9692 -1.7998 1.5549
H 3.0068 -2.8756 0.5169
H -2.2459 -1.5454 -1.2289
H -2.5155 -0.2818 -3.3490
H -0.5202 0.5407 -4.5503
H 1.7329 0.1350 -3.6343
H 2.0051 -0.9840 -1.4429
H 0.4243 -4.7773 1.9427
H 1.1981 -7.0355 1.3391
H 1.8369 -7.5453 -0.9936
H 1.7092 -5.7851 -2.7221
H 0.9595 -3.5174 -2.1272
C 1.6430 4.7581 -0.7521
N 1.8098 3.3435 -1.0920
C 3.0159 2.9340 -1.8110
C 0.9431 2.4619 -0.6936
N 0.1597 1.6926 -0.3331
H 1.6205 5.3519 -1.6654
H 2.4727 5.0859 -0.1259
H 0.7091 4.8941 -0.2134
H 3.0636 3.4498 -2.7700
H 2.9883 1.8611 -1.9794
H 3.8994 3.1823 -1.2225
N -3.3123 -1.8330 0.9423
N -3.0160 -0.4601 1.2329
H -4.1245 -2.1258 1.4760
H -2.5083 -2.3776 1.2384
H -3.0672 -0.2580 2.2308
H -3.7450 0.1003 0.7970
N -5.6437 6.2630 1.7163
C -4.9279 5.3767 1.5696
C -4.0297 4.2696 1.3836
C -3.7832 3.7815 0.1031
C -2.9103 2.7179 -0.0662
C -2.2757 2.1191 1.0258
C -2.5319 2.6211 2.3004
C -3.4015 3.6865 2.4812
H -4.2700 4.2373 -0.7488
H -2.7203 2.3605 -1.0767
H -2.0480 2.1958 3.1718
H -3.5947 4.0724 3.4734
*
```

Output
frontier orbital gap (alpha / beta) = 7.59 / 6.85 eV
relative energy (zero: lowest compared OMol25 entry of this formula, charge and spin) = 7.8 kcal/mol
M = 642.6 g/mol



DFT (ωB97M-V/def2-TZVPD) results for a molecular structure, C28H28AuCl3N6O4S3 in a non-equilibrium geometry.

```
! wB97M-V def2-TZVPD RIJCOSX def2/J DEFGRID3
* xyz 2 1
Au -0.6178 0.6253 -1.6542
N 1.5680 7.1497 2.6558
C 0.9709 6.1175 2.0488
C 1.7294 4.9957 1.6253
C 1.1154 3.9446 1.0086
C -0.2727 3.9772 0.7966
C -1.0416 5.0759 1.2168
C -0.4271 6.1322 1.8237
S -1.0583 2.6648 0.0750
O -0.3264 1.3747 0.3433
O -2.4593 2.6500 0.3317
N -0.7391 2.6396 -1.5911
C -1.8696 3.0107 -2.3865
N -2.3239 4.2358 -2.2773
C -3.3750 4.5259 -3.0461
C -3.9554 3.5930 -3.8909
C -3.3984 2.3286 -3.9094
N -2.3322 2.0321 -3.1584
H 2.5554 7.1485 2.8400
H 1.0411 7.9428 2.9763
H 2.7957 4.9787 1.8078
H 1.6891 3.0790 0.7029
H -2.1116 5.0721 1.0558
H -1.0057 6.9867 2.1487
H -3.7620 5.5348 -2.9741
H -4.8103 3.8414 -4.5015
H -3.8013 1.5335 -4.5234
Cl 0.5371 1.8884 3.2109
C 0.3361 0.1901 2.9178
C 1.3583 -0.5271 2.3264
C 1.1586 -1.8740 2.0733
C -0.0318 -2.5222 2.3912
C -0.1887 -3.9571 1.9501
C -1.2692 -4.1033 0.8640
N -0.9327 -3.2354 -0.2682
C -0.2289 -3.5712 -1.4032
C -0.0363 -2.4166 -2.0994
N -0.6184 -1.3944 -1.3795
C -1.1436 -1.9233 -0.2856
O -0.4926 -4.8094 3.0271
C 0.1173 -6.1038 2.9353
C 1.6105 -6.0228 2.9221
C 2.3954 -6.2038 1.8218
Cl 1.8536 -6.5882 0.2286
S 4.0645 -5.9920 2.1352
C 3.7351 -5.6369 3.7798
C 2.4080 -5.6884 4.0584
C -1.0247 -1.7720 3.0207
Cl -2.5447 -2.4744 3.4754
C -0.8538 -0.4200 3.2840
H 2.2916 -0.0432 2.0744
H 1.9539 -2.4483 1.6113
H 0.7673 -4.2389 1.4970
H -2.2517 -3.8265 1.2402
H -1.3101 -5.1336 0.5150
H 0.0724 -4.5838 -1.6056
H 0.4717 -2.2402 -3.0286
H -1.6567 -1.3833 0.4930
H -0.2428 -6.6337 2.0485
H -0.2379 -6.6383 3.8136
H 4.5485 -5.4307 4.4563
H 1.9931 -5.5073 5.0395
H -1.6402 0.1421 3.7669
C 2.3001 1.6089 -4.8763
S 0.5686 1.4015 -4.5236
C 0.0614 0.5296 -5.9898
O 0.5665 0.3107 -3.4238
H 2.3918 2.2582 -5.7467
H 2.7496 0.6350 -5.0626
H 2.7542 2.0865 -4.0108
H 0.1856 1.1955 -6.8434
H -0.9901 0.2751 -5.8719
H 0.6667 -0.3684 -6.1027
*
```

Output
frontier orbital gap = 4.37 eV
relative energy (zero: lowest compared OMol25 entry of this formula, charge and spin) = 19.4 kcal/mol
M = 912.1 g/mol



DFT (ωB97M-V/def2-TZVPD) results for a molecular structure, C28H28AuN2OS3 in a non-equilibrium geometry.

```
! wB97M-V def2-TZVPD RIJCOSX def2/J DEFGRID3
* xyz 1 1
Au -0.0269 -1.3684 1.8517
C 2.6997 -0.4158 0.6893
N 1.8251 0.1144 1.7367
C 1.3102 1.4535 1.3866
C -0.0936 1.4516 0.7787
N -1.0976 0.8527 1.6544
C -1.2753 1.5822 2.9066
C -2.3693 0.6275 1.0263
C -3.0143 1.6476 0.3369
C -4.2919 1.4840 -0.1715
C -4.9470 0.2687 -0.0273
C -4.3147 -0.7695 0.6173
C -3.0309 -0.6099 1.1568
S -2.3833 -2.0097 1.9581
C 2.4766 0.1812 3.0286
C 3.6298 0.9402 3.1801
C 4.2007 1.1405 4.4254
C 3.5985 0.6054 5.5544
C 2.4687 -0.1696 5.4216
C 1.9091 -0.4163 4.1615
S 0.5421 -1.4958 4.1429
H 3.5425 0.2495 0.4674
H 2.1178 -0.5549 -0.2187
H 3.0959 -1.3792 1.0018
H 1.9851 1.9234 0.6624
H 1.3070 2.0694 2.2876
H -0.0852 0.8602 -0.1372
H -0.3275 2.4969 0.5310
H -1.4086 2.6535 2.7232
H -0.4148 1.4348 3.5560
H -2.1562 1.1971 3.4157
H -2.5307 2.6069 0.2300
H -4.7815 2.3129 -0.6584
H -5.9475 0.1371 -0.4053
H -4.7939 -1.7302 0.7293
H 4.0845 1.3948 2.3114
H 5.1032 1.7249 4.5117
H 4.0068 0.7963 6.5340
H 1.9836 -0.6037 6.2803
O -0.3012 -1.4650 -0.3970
S 0.0417 -2.2842 -1.6171
C -1.3110 -1.9269 -2.7642
C -2.2789 -1.0118 -2.4020
C -3.2382 -0.6403 -3.3270
C -3.2234 -1.1947 -4.5957
C -2.2706 -2.1444 -4.9323
C -1.3013 -2.5146 -4.0170
C 1.1886 -1.1911 -2.5141
C 0.8929 0.1588 -2.5979
C 1.7931 1.0147 -3.2027
C 2.9673 0.5148 -3.7430
C 3.2298 -0.8442 -3.6998
C 2.3468 -1.7047 -3.0668
H -2.2741 -0.5970 -1.4068
H -3.9859 0.0858 -3.0514
H -3.9587 -0.8897 -5.3262
H -2.2752 -2.5940 -5.9132
H -0.5421 -3.2386 -4.2740
H -0.0326 0.5304 -2.1854
H 1.5736 2.0684 -3.2594
H 3.6788 1.1846 -4.2003
H 4.1257 -1.2371 -4.1526
H 2.5564 -2.7610 -2.9901
*
```

Output
frontier orbital gap = 5.63 eV
relative energy (zero: lowest compared OMol25 entry of this formula, charge and spin) = 18.8 kcal/mol
M = 701.7 g/mol



DFT (ωB97M-V/def2-TZVPD) results for a molecular structure, C28H28Br6N6O12 in a non-equilibrium geometry.

```
! wB97M-V def2-TZVPD RIJCOSX def2/J DEFGRID3
* xyz 0 1
C 2.2777 1.8658 5.7223
N 3.1839 2.5825 6.6581
O 3.2036 3.8009 6.6166
O 3.7750 1.9056 7.4777
H 1.2798 1.8255 6.1510
H 2.7114 0.8885 5.5420
H 2.2169 2.4318 4.7936
C 6.2107 1.3250 2.0921
N 5.0729 1.1056 3.0195
O 5.1382 0.0987 3.6901
O 4.1211 1.8504 2.9234
H 6.1467 0.5181 1.3662
H 7.1514 1.2274 2.6264
H 6.1343 2.3026 1.6307
C 1.6370 -1.2419 0.5303
C 0.5725 -2.1355 0.6410
C -0.2190 -2.0364 1.7703
C -0.0130 -1.0572 2.7418
C 1.0885 -0.2132 2.6244
C 1.8292 -0.2275 1.4359
N -0.9747 -0.8823 3.8396
O -0.6616 -0.1349 4.7427
O -2.0588 -1.4110 3.7035
H 2.0370 -1.1139 -0.4752
H 0.3470 -2.8013 -0.1768
H -1.0869 -2.6814 1.8421
H 1.2231 0.6021 3.3230
H 2.6265 0.5035 1.3970
C 1.0538 -0.9635 -7.3466
C 2.4212 -1.1541 -7.0794
C 2.8723 -1.3427 -5.7878
C 1.9417 -1.4653 -4.7802
C 0.5850 -1.4783 -5.0513
C 0.1236 -1.2041 -6.3274
N 2.3978 -1.6976 -3.4137
O 1.5507 -1.7714 -2.5429
O 3.5819 -1.7932 -3.1882
H 0.7230 -0.6738 -8.3332
H 3.1128 -0.9253 -7.8792
H 3.9292 -1.5147 -5.6361
H -0.1110 -1.5447 -4.2259
H -0.9297 -1.0676 -6.5271
C 1.2374 1.3873 -2.6058
C 1.8256 2.1168 -3.6274
C 1.1098 2.4339 -4.7660
C -0.1903 1.9711 -4.9299
C -0.7867 1.2308 -3.9238
C -0.0473 0.8589 -2.8138
N -0.9361 2.2668 -6.1513
O -2.1417 2.1893 -6.1106
O -0.2885 2.5452 -7.1345
H 1.6590 1.1993 -1.6273
H 2.8959 2.2831 -3.5842
H 1.6043 3.0211 -5.5277
H -1.8013 0.8529 -3.8886
H -0.5003 0.3853 -1.9553
C -6.4155 -0.4817 1.9292
C -5.8719 0.5503 1.1760
C -4.7188 0.3992 0.4253
C -4.2070 -0.9085 0.3475
C -4.7891 -2.0011 0.9741
C -5.8506 -1.7472 1.8297
N -2.9834 -1.0786 -0.4544
O -2.5655 -0.1157 -1.0646
O -2.3882 -2.1247 -0.3305
H -7.3027 -0.3549 2.5315
H -6.3955 1.4903 1.3133
H -4.1623 1.2192 0.0050
H -4.4323 -3.0027 0.7828
H -6.2463 -2.6445 2.2919
C -4.0033 -3.9502 4.1697
Br -4.7174 -3.0553 5.7038
Br -5.3676 -5.0789 3.3072
Br -2.4158 -5.0572 4.5934
H -3.7385 -3.2175 3.4199
C -0.6656 3.1036 3.2172
Br -1.4483 4.7330 3.9411
Br 1.1047 3.6595 2.5130
Br -1.7551 2.2330 1.8778
H -0.5267 2.3876 4.0163
*
```

Output
frontier orbital gap = 9.02 eV
M = 1120.0 g/mol



DFT (ωB97M-V/def2-TZVPD) results for a molecular structure, C28H28F10N10STi.

```
! wB97M-V def2-TZVPD RIJCOSX def2/J DEFGRID3
* xyz 0 3
Ti 0.0297 -0.0302 0.0334
C -2.7519 -2.0560 -0.4754
N -2.1384 -0.9960 0.3340
C -3.0568 0.1572 0.3988
C -2.4253 1.3637 1.0568
N -1.1609 1.6455 0.3826
C -0.5983 2.8890 0.6370
C -0.7513 3.6605 1.7938
F -1.5534 3.2746 2.8056
C -0.0427 4.8323 2.0174
F -0.2014 5.4785 3.1761
C 0.8576 5.3023 1.0789
F 1.5618 6.4175 1.2940
C 1.0055 4.5838 -0.0985
F 1.8430 5.0154 -1.0451
C 0.2741 3.4288 -0.3108
F 0.4458 2.8165 -1.4891
C -1.8061 -1.5321 1.6769
C -0.6381 -2.4942 1.5471
N 0.5431 -1.7742 1.0386
C 1.7092 -1.8924 1.7862
C 1.7827 -1.9054 3.1850
F 0.6705 -1.8531 3.9423
C 2.9835 -1.8649 3.8730
F 2.9754 -1.7985 5.2076
C 4.1837 -1.8165 3.1847
F 5.3455 -1.7462 3.8419
C 4.1500 -1.8349 1.7995
F 5.2917 -1.8107 1.1075
C 2.9397 -1.8958 1.1289
F 2.9906 -1.9305 -0.2073
H -3.5024 -2.5959 0.1168
H -2.0082 -2.7576 -0.8447
H -3.2532 -1.6123 -1.3323
H -3.9877 -0.1308 0.9100
H -3.3004 0.4120 -0.6353
H -2.3072 1.1972 2.1344
H -3.1247 2.2031 0.9543
H -2.6939 -1.9971 2.1326
H -1.4948 -0.6953 2.3112
H -0.8978 -3.2957 0.8480
H -0.4610 -2.9857 2.5024
N 3.9296 1.5195 -0.8251
C 3.0278 1.3224 0.1282
N 1.9778 0.7132 -0.4060
C 2.3135 0.5619 -1.7289
N 3.5021 1.0524 -2.0233
C 1.3418 -0.0439 -2.6055
C 1.5769 -0.2356 -3.9523
N 0.6864 -0.7324 -4.8034
C -0.5087 -1.0077 -4.2060
C -0.7770 -0.8360 -2.8848
N 0.1429 -0.3600 -1.9813
H 4.8328 1.9536 -0.7427
H 3.1210 1.5949 1.1666
H 2.5521 0.0396 -4.3365
H -1.2964 -1.3864 -4.8457
H -1.7586 -1.0621 -2.4997
C -0.8116 0.9169 5.2918
N 0.3568 1.7564 5.4846
C 0.1362 2.8614 6.4053
C 1.3142 1.8256 4.5217
S 1.0730 1.2264 2.9793
N 2.4814 2.4184 4.8874
C 3.4512 2.7785 3.8745
C 3.0448 2.2330 6.2179
H -1.2367 0.7034 6.2721
H -0.5268 -0.0138 4.8111
H -1.5605 1.4205 4.6740
H -0.8425 3.3030 6.1970
H 0.8896 3.6310 6.2663
H 0.1538 2.5264 7.4449
H 2.9548 3.2710 3.0395
H 3.9908 1.8997 3.5023
H 4.1650 3.4714 4.3202
H 2.3687 1.6462 6.8330
H 3.2327 3.1895 6.7102
H 3.9879 1.6886 6.1312
*
```

Output
frontier orbital gap (alpha / beta) = 5.84 / 8.10 eV
relative energy (zero: lowest compared OMol25 entry of this formula, charge and spin) = 0.0 kcal/mol
M = 774.5 g/mol



DFT (ωB97M-V/def2-TZVPD) results for a molecular structure, C28H28I2N2O13S in a non-equilibrium geometry.

```
! wB97M-V def2-TZVPD RIJCOSX def2/J DEFGRID3
* xyz 0 1
C -6.1677 -1.2887 -2.0694
C -5.6268 0.1176 -2.2700
I -6.9124 1.5355 -3.2175
C -4.3871 0.4884 -1.8932
I -3.6884 2.5063 -2.1598
C -3.4487 -0.5034 -1.2681
C -2.8127 -0.2829 -0.0592
O -3.0749 0.9117 0.5436
C -1.8812 -1.2548 0.5488
C -1.2416 -0.7995 1.8795
C -0.2409 0.3467 1.5221
C -0.2177 1.5785 2.1730
C 0.7174 2.5353 1.7169
C 1.5798 2.2797 0.6552
C 1.5715 1.0227 0.0006
C 0.6461 0.0816 0.4532
C -1.5791 -2.4504 -0.0318
C -2.2249 -2.7187 -1.3045
N -1.9673 -3.8604 -1.9694
S -2.8854 -3.6790 -3.3221
N -3.5836 -2.2341 -3.0973
C -3.1271 -1.7644 -1.9175
H -7.2631 -1.3153 -1.9186
H -5.9530 -1.9735 -2.9046
H -5.7089 -1.6839 -1.1428
H -3.0936 0.7867 1.5030
H -2.0011 -0.4737 2.6093
H -0.6071 -1.6169 2.2709
H -0.9072 1.8062 2.9920
H 0.7694 3.5345 2.1636
H 2.2870 3.0281 0.2759
H 2.2334 0.7767 -0.8342
H 0.6127 -0.8837 -0.0701
H -0.8758 -3.1402 0.4404
C -1.5361 2.4855 -6.1960
C -0.7412 2.6494 -4.9273
O 0.1130 3.7538 -5.2316
C -0.4853 4.4745 -6.2157
O -0.1198 5.5434 -6.5827
O -1.5582 3.8119 -6.7244
H -2.5460 2.1220 -6.0145
H -1.0458 1.8268 -6.9168
H -1.3685 2.9097 -4.0737
H -0.1583 1.7642 -4.6799
C -7.4830 -4.8593 0.7367
C -7.7317 -4.6255 2.2052
O -6.5440 -3.9521 2.6205
C -6.0029 -3.3617 1.5238
O -5.1028 -2.5861 1.5519
O -6.6259 -3.7725 0.3878
H -8.3973 -4.8374 0.1471
H -6.9589 -5.7979 0.5435
H -8.5890 -3.9735 2.3866
H -7.8679 -5.5511 2.7609
C 5.4115 1.9529 4.1395
C 5.6283 1.7600 2.6655
O 4.6112 0.8224 2.3108
C 3.6212 0.9275 3.2373
O 2.5577 0.4089 3.1450
O 4.0099 1.7081 4.2822
H 5.6686 2.9562 4.4714
H 5.9627 1.2275 4.7413
H 5.4728 2.6803 2.0966
H 6.6145 1.3662 2.4380
C 9.9037 -0.1602 1.2100
C 11.1953 0.3632 1.7850
O 10.7710 1.5222 2.5034
C 9.4601 1.3585 2.8077
O 8.8463 2.0631 3.5431
O 8.9370 0.2827 2.1633
H 9.8918 -1.2443 1.1197
H 9.6684 0.2790 0.2383
H 11.6569 -0.3366 2.4849
H 11.9208 0.6256 1.0179
*
```

Output
frontier orbital gap = 7.77 eV
M = 886.4 g/mol